# 1
Below is a molecular structure, C21H12N3O12SW, with properties calculated with ωB97M-V with the def2-TZVPD basis set.

Geometry as XYZ:
```
50
C21H12N3O12SW | the Open Molecules 2025 dataset | ωB97M-V with the def2-TZVPD basis set
W 0.4806 -0.5489 0.4499
O -0.3616 -4.0412 2.7984
C 0.0739 -3.1584 1.9786
O 0.1616 -1.9416 2.2004
C 0.5813 -3.6438 0.6715
C 0.7085 -4.9579 0.2706
C 1.3849 -5.2105 -0.9193
C 1.9683 -4.1527 -1.6135
C 1.7916 -2.8684 -1.1396
N 1.0570 -2.6175 -0.0464
C 2.4570 -1.6098 -1.6000
O 3.2623 -1.5338 -2.5981
O 2.2353 -0.6033 -0.9218
H -0.6405 -3.6824 3.6637
H 0.3115 -5.7579 0.8824
H 1.5017 -6.2260 -1.2768
H 2.5639 -4.3529 -2.4954
H 3.4455 -2.3582 -3.0775
O -1.8282 3.2165 4.7280
C -1.2719 2.3900 3.8863
C 0.1253 2.2443 3.7203
C 0.5622 1.3587 2.7766
N -0.2773 0.6551 2.0112
C -1.6017 0.7403 2.2033
C -2.1486 1.5811 3.1239
C -2.3276 -0.2288 1.3326
O -3.4640 -0.5129 1.3128
O -1.3748 -0.8368 0.4908
C 1.9789 0.9785 2.4987
O 2.9708 1.3167 3.0121
O 1.9446 0.0298 1.4378
H -1.2054 3.7580 5.2386
H 0.8404 2.7969 4.3180
H -3.2196 1.6395 3.2707
O 1.2030 3.5233 -0.3532
S -0.0431 2.8751 -0.5186
O -1.1088 3.0442 0.4137
N 0.2570 1.1609 -0.5748
C -0.1984 0.6056 -1.7167
O -0.1311 -0.6650 -1.6593
C -0.6962 1.5300 -2.6941
C -1.1835 1.2886 -3.9726
C -1.5902 2.3813 -4.7268
C -1.5101 3.6724 -4.2148
C -1.0286 3.9271 -2.9248
C -0.6337 2.8403 -2.1888
H -1.2406 0.2833 -4.3677
H -1.9724 2.2300 -5.7268
H -1.8314 4.5053 -4.8264
H -0.9778 4.9358 -2.5371
```

Computed properties:
HOMO energy   -18.24 eV
Frontier orbital gap   6.34 eV
Multiplicity   1
Total charge   +3
LUMO energy   -11.901 eV

Löwdin atomic charge list, values in e, 2 entries:
1 W 2.094
2 O 0.280


# 2
Below is a molecular structure, C16H21N5PtS2, with properties calculated with ωB97M-V with the def2-TZVPD basis set.

Geometry as XYZ:
```
45
C16H21N5PtS2 | the Open Molecules 2025 dataset | ωB97M-V with the def2-TZVPD basis set
Pt -0.4890 0.4937 0.4890
C -2.2819 1.0971 -1.7783
C -2.7105 1.8610 -0.5503
N -2.4949 0.9868 0.6359
C -3.4902 -0.1321 0.7058
C -2.9403 -1.4460 1.2321
S -1.4210 -2.0221 0.4372
C -1.7938 -1.9673 -1.3337
C -0.9143 -0.9619 -2.0753
N -0.9698 0.4292 -1.5190
H -2.9999 0.3244 -2.0432
H -2.2152 1.7689 -2.6331
H -2.0897 2.7446 -0.4163
H -3.7518 2.1818 -0.6320
H -2.5918 1.5608 1.4656
H -4.3282 0.1819 1.3300
H -3.8908 -0.2745 -0.2944
H -2.6547 -1.3568 2.2829
H -3.7084 -2.2149 1.1691
H -1.5830 -2.9546 -1.7394
H -2.8594 -1.7898 -1.4786
H 0.1193 -1.2917 -2.0240
H -1.2114 -0.9403 -3.1272
H -0.2309 0.9774 -1.9455
N 3.4271 -0.1235 1.3730
C 3.6970 -0.1952 0.0109
C 4.8749 -0.4793 -0.6723
C 4.8153 -0.4334 -2.0459
C 3.6292 -0.0896 -2.7179
C 2.4679 0.1915 -2.0331
C 2.4992 0.1056 -0.6389
N 1.5245 0.3327 0.3450
C 2.1365 0.2007 1.5090
C 1.3554 0.4055 2.7062
C 1.6696 0.3850 4.0236
S 0.2833 0.7252 4.9503
C -0.6465 0.8693 3.5476
N 0.0280 0.6872 2.4371
H 4.0914 -0.2611 2.1173
H 5.7956 -0.7094 -0.1531
H 5.7051 -0.6450 -2.6224
H 3.6371 -0.0315 -3.7976
H 1.5858 0.4988 -2.5726
H 2.6226 0.1973 4.4930
H -1.6975 1.1135 3.5833
```

Computed properties:
HOMO energy   -13.71 eV
Frontier orbital gap   7.67 eV
Multiplicity   1
Total charge   +2
LUMO energy   -6.041 eV

natural (NBO) atomic charge list, values in e, 2 entries:
1 Pt 0.849
2 C -0.252


# 3
Below is a molecular structure, C4H27O12, with properties calculated with ωB97M-V with the def2-TZVPD basis set.

Geometry as XYZ:
```
43
C4H27O12 | the Open Molecules 2025 dataset | ωB97M-V with the def2-TZVPD basis set
O -1.2359 -1.2382 -3.6606
C -0.3205 -1.2098 -2.8847
C 1.1603 -1.1931 -3.3426
C 1.7398 0.2528 -3.0371
C 0.6061 1.3217 -3.0405
O 0.0667 1.5717 -1.7462
H -0.4899 -1.2743 -1.7718
H 1.2185 -1.4786 -4.3863
H 1.7271 -1.9102 -2.7367
H 2.2066 0.3316 -2.0449
H 2.3667 0.3377 -3.8722
H 0.9265 2.3388 -3.3174
H -0.1476 1.0618 -3.7630
H -1.1505 -1.4668 0.1018
H -1.1452 -2.2353 1.4438
O -1.1294 -2.3462 0.4929
H 0.9103 -1.1397 4.6710
H 1.5012 -1.8080 3.2399
O 1.6158 -1.3331 4.0661
H -2.0449 3.5086 -0.5801
H -1.1691 2.7267 -1.6178
O -1.7606 3.5258 -1.4938
H -2.4885 -3.3558 -0.0179
H -3.8306 -2.8835 -0.5447
O -3.4008 -3.6566 -0.1831
H 0.9911 -3.0887 0.8723
H 0.7418 -1.7045 0.9510
O 0.9397 -2.4471 1.5991
H -1.0852 1.7296 1.6550
H -2.1826 1.5701 0.6386
O -1.9238 2.1297 1.3705
H 1.6472 -0.1079 0.0834
H 0.4506 0.9712 -1.0148
O 0.6866 -0.1467 0.0138
H 2.3901 3.4036 2.2160
H 1.2704 2.3542 1.8410
O 1.7186 3.1778 1.5703
H 0.7713 0.7202 3.0383
H 0.5291 0.3124 1.1966
O 0.4026 0.9396 2.1865
H -0.7703 1.2795 3.9115
H -1.0702 -0.0826 3.5731
O -1.2388 0.5416 4.3237
```

Computed properties:
HOMO energy   -7.10 eV
Frontier orbital gap   9.75 eV
Multiplicity   1
Total charge   -1
LUMO energy   2.650 eV

natural (NBO) atomic charge list, values in e, 2 entries:
1 O -0.546
2 C 0.452


# 4
Below is a molecular structure, C56H83Ge2N6O2S2Ta, with properties calculated with ωB97M-V with the def2-TZVPD basis set.

Geometry as XYZ:
```
152
C56H83Ge2N6O2S2Ta | the Open Molecules 2025 dataset | ωB97M-V with the def2-TZVPD basis set
Ta -0.1371 0.0155 -0.5250
C -1.8326 -0.6023 -3.4763
N -0.4315 -0.2185 -3.1365
C -0.0322 0.8920 -4.0324
C 0.4263 -1.3575 -3.5391
C 0.3212 -2.5076 -2.5795
N 0.7230 -2.0951 -1.2187
C 0.2218 -3.0858 -0.2193
C -1.2498 -3.3668 -0.3147
C -1.6861 -4.6759 -0.3412
C -3.0473 -4.9847 -0.3643
C -3.9360 -3.9264 -0.3203
C -3.5653 -2.5741 -0.2680
C -2.1957 -2.3279 -0.3429
O -1.6907 -1.0531 -0.4942
C -4.6903 -1.5430 -0.1156
C -5.4675 -1.4461 -1.4353
C -4.1946 -0.1471 0.2642
C -5.6407 -2.0012 1.0057
C -3.4926 -6.4447 -0.3976
C -5.0147 -6.5836 -0.4010
C -2.9380 -7.1617 0.8424
C -2.9354 -7.1082 -1.6654
C 2.2205 -2.1032 -1.1964
C 2.8605 -1.8045 0.1158
C 3.6682 -2.7203 0.7706
C 4.3211 -2.3570 1.9407
C 4.2021 -1.0305 2.3565
C 3.4223 -0.0606 1.7282
C 2.6843 -0.5259 0.6324
O 1.6816 0.2012 0.0040
C 3.4696 1.3981 2.1889
C 2.1560 1.7966 2.8653
C 3.7438 2.3074 0.9849
C 4.6052 1.6457 3.1881
C 5.1886 -3.3233 2.7449
C 6.6358 -2.8091 2.7609
C 4.6534 -3.3944 4.1825
C 5.1757 -4.7305 2.1483
H -1.8664 -0.8784 -4.5339
H -2.5110 0.2240 -3.3021
H -2.1563 -1.4472 -2.8756
H -0.0987 0.5657 -5.0757
H 0.9991 1.1662 -3.8242
H -0.6832 1.7539 -3.9124
H 1.4504 -0.9995 -3.6505
H 0.1043 -1.7059 -4.5257
H 0.9731 -3.3164 -2.9201
H -0.6895 -2.9064 -2.5410
H 0.5140 -2.7148 0.7593
H 0.7575 -4.0315 -0.3629
H -0.9495 -5.4711 -0.3344
H -4.9920 -4.1493 -0.3161
H -4.8250 -1.0864 -2.2444
H -6.3056 -0.7531 -1.3300
H -5.8728 -2.4129 -1.7342
H -3.6201 0.2992 -0.5429
H -3.5782 -0.1635 1.1671
H -5.0648 0.4864 0.4594
H -6.2189 -2.8827 0.7354
H -6.3554 -1.2056 1.2234
H -5.0897 -2.2237 1.9212
H -5.4658 -6.1576 0.4978
H -5.2790 -7.6407 -0.4266
H -5.4661 -6.1142 -1.2778
H -3.2752 -6.6762 1.7603
H -1.8469 -7.1834 0.8477
H -3.2869 -8.1950 0.8602
H -3.3171 -6.6200 -2.5645
H -3.2354 -8.1564 -1.6996
H -1.8448 -7.0770 -1.6957
H 2.5512 -1.3718 -1.9344
H 2.5508 -3.0850 -1.5468
H 3.7830 -3.7113 0.3512
H 4.7800 -0.7282 3.2177
H 1.2965 1.6019 2.2265
H 2.1619 2.8609 3.1125
H 2.0372 1.2390 3.7988
H 3.0020 2.1740 0.1961
H 4.7335 2.0990 0.5737
H 3.7215 3.3515 1.3025
H 4.4355 1.1456 4.1431
H 4.6664 2.7161 3.3916
H 5.5729 1.3282 2.7972
H 6.7194 -1.8387 3.2527
H 7.0274 -2.7099 1.7471
H 7.2731 -3.5101 3.3015
H 4.6863 -2.4215 4.6766
H 5.2588 -4.0835 4.7728
H 3.6223 -3.7580 4.1963
H 5.5928 -4.7493 1.1394
H 4.1682 -5.1523 2.1190
H 5.7894 -5.3893 2.7625
C 3.6695 4.6321 -2.0818
Ge 2.9232 2.9739 -2.7881
C 2.7914 3.0037 -4.7323
C 3.8817 1.3478 -2.3015
Ge 0.6441 3.1950 -1.5559
C 0.4843 3.7695 0.3236
C 1.3448 4.8154 0.6785
C 1.2002 5.4775 1.8856
C 0.1881 5.1114 2.7646
C -0.6499 4.0606 2.4377
C -0.4940 3.3915 1.2264
C -0.2189 4.6952 -2.4721
C -0.2354 4.7753 -3.8663
C -0.8246 5.8473 -4.5213
C -1.4086 6.8673 -3.7841
C -1.4187 6.7978 -2.3956
C -0.8352 5.7214 -1.7454
H 4.5586 4.8327 -2.6845
H 3.9674 4.5311 -1.0402
H 2.9864 5.4732 -2.1985
H 3.7637 3.3884 -5.0546
H 2.0340 3.6600 -5.1508
H 2.6781 2.0004 -5.1396
H 4.2849 0.9035 -3.2124
H 3.2398 0.6285 -1.7989
H 4.7123 1.5779 -1.6371
H 2.1127 5.1542 -0.0062
H 1.8687 6.2909 2.1365
H 0.0579 5.6509 3.6937
H -1.4338 3.7533 3.1199
H -1.1634 2.5767 0.9919
H 0.1929 3.9787 -4.4642
H -0.8294 5.8862 -5.6027
H -1.8515 7.7163 -4.2879
H -1.8788 7.5907 -1.8195
H -0.8580 5.6927 -0.6627
S -1.8305 1.9678 -1.6067
C -3.1860 2.8829 -0.9866
N -4.1684 3.1861 -1.8177
C -5.2391 3.9543 -1.1724
C -4.7418 4.0362 0.2866
N -3.4461 3.3454 0.2196
H -4.1452 2.9474 -2.7956
H -6.1894 3.4326 -1.2603
H -5.3334 4.9352 -1.6343
H -5.4071 3.5260 0.9802
H -4.6081 5.0639 0.6177
H -2.8164 3.2510 0.9943
S -0.3821 -0.8356 1.9699
C -0.3953 -0.0291 3.4805
N 0.1460 -0.7490 4.5094
C 0.2109 -0.2932 5.7728
C -0.2954 0.9468 6.0461
C -0.8683 1.6277 4.9699
N -0.9231 1.1639 3.7293
H 0.5061 -1.6700 4.2862
H 0.6696 -0.9458 6.5027
H -0.2655 1.3634 7.0406
H -1.3132 2.6035 5.1338
```

Computed properties:
HOMO energy (alpha / beta)   -14.43 / -14.50 eV
Frontier orbital gap (alpha / beta)   5.80 / 5.81 eV
Multiplicity   2
Total charge   +3
LUMO energy (alpha / beta)   -8.628 / -8.690 eV

Löwdin atomic charge list, values in e, 2 entries:
1 Ta 1.488
2 C -0.085


# 5
Below is a molecular structure, C33H67Cl22InNO4, with properties calculated with ωB97M-V with the def2-TZVPD basis set.

Geometry as XYZ:
```
128
C33H67Cl22InNO4 | the Open Molecules 2025 dataset | ωB97M-V with the def2-TZVPD basis set
C 6.7610 2.0683 1.0194
C 5.5018 1.3154 0.5571
O 5.1119 1.4783 -0.5621
O 4.9286 0.5499 1.4915
C 3.5107 0.2440 1.1981
C 3.4081 -0.9732 0.2782
In 1.2599 -1.6021 -0.1452
N 1.4456 -3.5408 -1.1003
C 0.2289 -0.2960 -1.6408
C -0.6245 0.8623 -1.0477
C 0.2244 2.1490 -0.8213
C -0.5306 3.2168 -0.0077
O -0.6282 2.8862 1.3922
C 0.1271 -1.9742 1.7584
C -0.5344 -0.6164 2.2419
C -2.1778 -0.6960 2.4223
O -1.0470 -0.6083 3.5512
H 7.2927 2.5009 0.1652
H 7.4629 1.4073 1.5577
H 6.4284 2.8491 1.7251
H 3.0380 1.1419 0.7670
H 3.0491 0.0400 2.1768
H 3.8697 -1.8383 0.7879
H 3.9243 -0.8092 -0.6800
H 2.3777 -3.6272 -1.4908
H 1.3342 -4.2093 -0.3383
H 1.0298 0.1770 -2.2478
H -0.3888 -0.9030 -2.3241
H -1.2321 0.5903 -0.1648
H -1.3621 1.1566 -1.8416
H 0.3534 2.5805 -1.8366
H 1.2392 1.9313 -0.4480
H -1.5557 3.3066 -0.4284
H -0.0278 4.1981 -0.0935
H -1.3613 2.2577 1.4563
H -0.6911 -2.7006 1.7014
H 0.8137 -2.1453 2.6101
H -0.1270 0.3321 1.8308
H -2.8322 -0.2246 3.1780
H -2.2100 0.2633 1.7720
Cl -2.0240 2.2761 8.3056
C -2.1165 1.6253 6.6428
C -0.8185 1.7801 5.8936
Cl -0.4554 3.4881 5.5227
H -2.9354 2.1273 6.1318
H -2.3650 0.5683 6.7306
H -0.8801 1.2531 4.9414
H 0.0195 1.3722 6.4548
Cl -4.4497 0.7988 -2.8742
C -4.5499 2.0814 -4.1103
C -3.4826 1.9290 -5.1654
Cl -1.8558 2.2604 -4.5217
H -4.4874 3.0445 -3.6018
H -5.5352 2.0036 -4.5657
H -3.6549 2.6395 -5.9697
H -3.4806 0.9269 -5.5915
Cl -8.5550 3.0331 -2.9995
C -9.2851 1.4250 -3.2477
C -8.2520 0.3665 -3.5448
Cl -7.4957 0.5888 -5.1429
H -10.0166 1.5068 -4.0495
H -9.8123 1.1736 -2.3280
H -8.7222 -0.6169 -3.5548
H -7.4600 0.3582 -2.7976
Cl 10.1059 2.2959 0.0505
C 10.9345 3.6873 -0.6882
C 10.5317 4.9937 -0.0484
Cl 8.8426 5.4257 -0.4101
H 10.7181 3.6814 -1.7546
H 12.0044 3.5269 -0.5554
H 11.1548 5.8003 -0.4348
H 10.6472 4.9602 1.0332
Cl -3.2163 1.2520 12.9123
C -3.2370 0.3715 11.3614
C -4.6104 -0.1517 11.0223
Cl -5.1217 -1.4655 12.1150
H -2.5063 -0.4325 11.4208
H -2.9112 1.0729 10.5944
H -4.6077 -0.5629 10.0134
H -5.3599 0.6356 11.0687
Cl 4.0875 -4.4466 2.6190
C 4.2218 -5.7132 1.3702
C 5.2961 -5.4029 0.3570
Cl 4.8625 -4.0193 -0.6681
H 3.2482 -5.8246 0.8959
H 4.4609 -6.6435 1.8867
H 5.4359 -6.2534 -0.3023
H 6.2499 -5.1836 0.8366
Cl 0.3931 -6.9509 -0.1031
C 0.6677 -7.7158 -1.6866
C 2.0154 -8.3920 -1.7593
Cl 3.3521 -7.2166 -1.7607
H 0.5598 -6.9524 -2.4554
H -0.1217 -8.4551 -1.8229
H 2.0974 -8.9626 -2.6845
H 2.1635 -9.0746 -0.9243
Cl -9.2662 -3.3490 -6.4388
C -9.0479 -1.7987 -7.2918
C -8.6295 -1.9923 -8.7290
Cl -6.9760 -2.6401 -8.8667
H -8.3193 -1.2098 -6.7378
H -10.0058 -1.2798 -7.2545
H -8.6377 -1.0330 -9.2460
H -9.3013 -2.6692 -9.2534
Cl -0.6784 8.6700 2.8057
C -1.3678 7.0534 2.4889
C -0.3075 6.0271 2.1778
Cl 0.4773 6.3232 0.6047
H -2.0825 7.1476 1.6738
H -1.9091 6.7595 3.3876
H -0.7570 5.0344 2.1229
H 0.4674 6.0072 2.9412
Cl 6.2276 -8.6032 -1.0898
C 7.9257 -9.0813 -0.8467
C 8.7728 -7.9334 -0.3524
Cl 8.9905 -6.6762 -1.5944
H 8.3021 -9.4803 -1.7866
H 7.9276 -9.8841 -0.1092
H 9.7668 -8.2953 -0.0902
H 8.3360 -7.4656 0.5280
Cl -3.9874 5.2322 -6.0242
C -4.7328 6.6097 -5.1845
C -4.5004 6.5701 -3.6940
Cl -5.3850 5.2427 -2.8932
H -5.7949 6.6140 -5.4220
H -4.2847 7.5117 -5.6003
H -4.8569 7.4973 -3.2461
H -3.4444 6.4592 -3.4553
```

Computed properties:
HOMO energy   -4.22 eV
Frontier orbital gap   5.84 eV
Multiplicity   1
Total charge   -1
LUMO energy   1.617 eV

Löwdin atomic charge list, values in e, 2 entries:
1 C -0.018
2 C -0.566


# 6
Below is a single C6H9N molecule, with properties calculated with ωB97M-V with the def2-TZVPD basis set.

Geometry as XYZ:
```
16
C6H9N | the Open Molecules 2025 dataset | ωB97M-V with the def2-TZVPD basis set
C 2.3810 -0.3026 0.3495
C 0.9817 -0.2095 -0.1682
C 0.3216 -1.0662 -1.0729
C -0.9848 -0.6528 -1.3407
C -2.2105 0.2641 0.6067
C -1.1426 0.5527 -0.4543
N 0.1692 0.7725 0.1960
H 2.4431 -0.0148 1.4038
H 2.7587 -1.3213 0.2390
H 3.0341 0.3644 -0.2238
H 0.8101 -1.9520 -1.4727
H -2.1625 0.9750 1.4387
H -2.0654 -0.7471 0.9999
H -3.2037 0.3110 0.1559
H -1.3972 1.4492 -1.0338
H 0.4067 1.5081 0.8452
```

Computed properties:
HOMO energy   -7.54 eV
Frontier orbital gap   8.16 eV
Multiplicity   1
LUMO energy   0.625 eV

natural (NBO) atomic charge list, values in e, 2 entries:
1 C -0.671
2 C 0.344


E_tot (computed, eV): -63648.3867; -49288.3244; -29157.4114; -208689.6985; -325652.3844; -7855.4526
Max |F| (computed, eV/A): 0.5; 1.1; 2.4; 2.1; 4.1; 0.5